1.
A 2-piece molecular cluster, C2H7NO2 overall. Source: the OMol25 dataset; level of theory: ωB97M-V/def2-TZVPD.

XYZ file:
```
12
Properties=species:S:1:pos:R:3:nbo_charge:R:1
C -1.747 -0.510 -0.520 -0.423
N -1.103 -0.896 0.747 -0.635
C -0.501 -2.128 0.923 0.512
O 0.474 -2.229 1.642 -0.595
H -2.765 -0.872 -0.460 0.203
H -1.202 -0.954 -1.366 0.193
H -1.691 0.589 -0.716 0.216
H -0.662 -0.133 1.234 0.398
H -0.685 -2.975 0.269 0.132
O 2.393 4.546 -2.012 -0.949
H 2.106 3.692 -1.697 0.473
H 3.346 4.626 -2.002 0.476
```

Results
Energy relative to the best compared isomer or geometry (same formula, charge and spin)   137.09 kJ/mol
HOMO energy   -9.7 eV
SMILES   CNC=O.O

2.
C27H40BBrCl2NbO11 as an isolated structure. Source: the OMol25 dataset; level of theory: ωB97M-V/def2-TZVPD.

XYZ file:
```
83
Properties=species:S:1:pos:R:3:lowdin_charge:R:1
C 4.043 1.298 3.459 -0.107
C 4.371 2.532 2.591 -0.238
C 3.281 2.859 1.545 -0.215
C 3.842 3.091 0.139 -0.199
C 3.031 4.092 -0.713 -0.208
C 2.109 3.415 -1.718 -0.222
C 1.008 2.576 -1.077 -0.197
C 0.006 3.430 -0.274 -0.201
C -1.426 2.864 -0.277 -0.295
C -2.526 3.931 -0.428 -0.345
Nb -4.188 3.443 -1.837 1.352
Br -5.845 2.896 -3.799 -0.033
C -3.931 1.163 -1.561 -0.378
O -5.249 0.631 -1.384 -0.323
C -5.392 -0.375 -0.424 -0.151
B -2.461 3.388 -3.435 -0.769
O -2.134 4.510 -4.205 0.023
O -1.656 2.258 -3.681 0.025
C -5.875 3.796 -0.319 -0.808
Cl -7.277 4.682 -0.926 0.445
C -5.922 3.413 0.961 -0.860
C -4.822 2.668 1.646 -0.164
Cl -7.279 3.740 2.026 0.575
H 3.046 0.925 3.237 0.057
H 4.737 0.487 3.256 0.054
H 4.082 1.538 4.518 0.060
H 5.303 2.332 2.069 0.092
H 4.518 3.388 3.244 0.096
H 2.582 2.026 1.537 0.085
H 2.717 3.730 1.873 0.103
H 3.865 2.138 -0.389 0.107
H 4.862 3.462 0.218 0.099
H 3.690 4.798 -1.215 0.101
H 2.429 4.695 -0.031 0.096
H 1.638 4.151 -2.372 0.106
H 2.712 2.780 -2.372 0.107
H 0.450 2.049 -1.848 0.098
H 1.475 1.844 -0.417 0.093
H 0.360 3.521 0.753 0.098
H 0.027 4.439 -0.689 0.102
H -1.569 2.375 0.690 0.097
H -1.494 2.088 -1.034 0.056
H -2.061 4.804 -0.898 0.029
H -2.883 4.303 0.531 0.031
H -4.288 5.198 -2.351 -0.077
H -3.253 0.881 -0.751 0.034
H -3.504 0.739 -2.476 0.031
H -5.667 -1.329 -0.883 0.076
H -6.188 -0.105 0.274 0.080
H -4.484 -0.539 0.162 0.074
H -1.256 4.817 -3.969 0.069
H -2.151 1.623 -4.198 0.071
H -4.320 1.957 0.999 0.045
H -5.236 2.108 2.483 0.057
H -4.074 3.331 2.082 0.069
C 3.193 -4.286 1.840 0.058
C 3.064 -2.989 1.538 -0.231
C 4.236 -2.146 1.115 -0.310
O 4.018 -0.981 0.845 0.103
C 5.551 -2.764 1.058 0.076
C 5.678 -4.061 1.360 -0.238
C 4.498 -4.909 1.759 -0.307
O 4.713 -6.086 1.994 0.100
O 6.835 -4.711 1.334 0.110
O 1.905 -2.343 1.580 0.117
H 2.363 -4.898 2.142 0.118
H 6.389 -2.147 0.767 0.134
H 6.629 -5.630 1.591 0.116
H 2.095 -1.423 1.311 0.118
C 0.291 -7.615 -0.130 0.077
C -0.706 -8.363 -0.622 -0.238
C -1.982 -7.755 -1.147 -0.315
O -2.820 -8.520 -1.588 0.103
C -2.137 -6.315 -1.092 0.077
C -1.141 -5.564 -0.597 -0.232
C 0.143 -6.173 -0.096 -0.295
O 0.996 -5.410 0.318 0.097
O -1.201 -4.247 -0.508 0.132
O -0.662 -9.685 -0.693 0.115
H 1.210 -8.041 0.246 0.136
H -3.060 -5.889 -1.456 0.138
H -0.357 -3.949 -0.116 0.120
H -1.511 -9.958 -1.092 0.118
```

Results
Energy relative to the best compared isomer or geometry (same formula, charge and spin)   59.76 kJ/mol
Total charge   -1
HOMO energy   -4.7 eV

3.
The molecule C4H4I2N2. Source: the OMol25 dataset; level of theory: ωB97M-V/def2-TZVPD.

XYZ file:
```
12
Properties=species:S:1:pos:R:3:nbo_charge:R:1
I -0.117 -1.393 2.714 0.150
C -0.991 -0.027 1.303 -0.197
C -0.156 0.992 0.831 -0.135
N 0.948 0.745 0.192 -0.344
C 1.142 -0.365 -0.419 -0.092
C 0.124 -1.248 -0.805 -0.012
N -1.028 -1.279 -0.242 -0.561
I -2.749 -1.351 -1.317 0.296
H -2.161 0.055 1.571 0.266
H -0.446 1.972 0.891 0.207
H 2.125 -0.410 -0.739 0.205
H 0.205 -1.940 -1.680 0.218
```

Results
Energy relative to the best compared isomer or geometry (same formula, charge and spin)   212.69 kJ/mol
HOMO energy   -7.9 eV
SMILES   I\C=C/N=C\C=N\I

4.
C17H15BrO3Ti as an isolated structure. Source: the OMol25 dataset; level of theory: ωB97M-V/def2-TZVPD.

XYZ file:
```
37
Properties=species:S:1:pos:R:3:nbo_charge:R:1
C -1.026 -1.275 -3.467 -0.295
C -1.144 -2.306 -2.495 -0.282
C -1.879 -1.774 -1.379 -0.300
H -0.803 -3.333 -2.599 0.239
C -2.200 -0.409 -1.665 -0.293
C -1.679 -0.098 -2.963 -0.314
H -1.838 0.845 -3.484 0.224
H -0.600 -1.404 -4.460 0.221
H -2.219 -2.341 -0.520 0.261
H -2.833 0.240 -1.067 0.251
Ti 0.106 -0.571 -1.465 0.804
Br 0.999 -2.501 -0.280 -0.451
C 2.148 0.664 -1.269 -0.322
C 1.280 1.423 -2.122 -0.326
C 1.085 0.668 -3.320 -0.272
H 0.914 2.432 -1.932 0.231
C 1.801 -0.566 -3.195 -0.341
C 2.486 -0.552 -1.945 -0.236
H 3.218 -1.282 -1.609 0.243
H 2.597 1.005 -0.339 0.241
H 0.571 1.029 -4.210 0.221
H 1.892 -1.348 -3.948 0.228
O 1.233 1.986 1.898 -0.697
C 0.568 1.402 2.915 0.367
C 0.958 1.694 4.233 -0.299
C 0.249 1.138 5.294 -0.188
C -0.842 0.281 5.057 -0.284
C -1.213 -0.030 3.747 -0.132
C -0.504 0.498 2.666 -0.247
C -0.945 0.114 1.295 0.800
O -1.995 -0.513 1.164 -0.657
O -0.153 0.463 0.282 -0.771
H 0.847 1.562 1.072 0.521
H 1.826 2.336 4.385 0.213
H 0.562 1.358 6.318 0.200
H -1.405 -0.153 5.892 0.201
H -2.059 -0.682 3.516 0.238
```

Results
Multiplicity   2
Energy relative to the best compared isomer or geometry (same formula, charge and spin)   0.00 kJ/mol
Total charge   -1
HOMO energy (spin up / spin down)   -3.5 / -4.4 eV

Here are the calculated largest force on an atom numbers, same order: 2.8; 2.9; 4.3; 2.2 (eV Å⁻¹).